Density functional theory data (ωB97M-V with the def2-TZVPD basis set) for a structure of composition C15H22N6O6PS3Ta at a distorted geometry.

```
! wB97M-V def2-TZVPD RIJCOSX def2/J DEFGRID3
* xyz 1 2
Ta 0.7998 0.9298 0.3863
N -0.9440 -6.5877 -2.8440
C -0.5344 -5.4074 -2.3177
C 0.5562 -5.3642 -1.4292
C 0.9702 -4.1713 -0.8929
C 0.2981 -2.9972 -1.2496
C -0.7938 -3.0176 -2.1253
C -1.1986 -4.2117 -2.6584
S 0.7379 -1.5315 -0.5249
O 0.7896 -0.4020 -1.4986
O 1.9943 -1.6516 0.2064
N -0.3622 -0.8667 0.4536
C -0.3834 -1.3497 1.7920
N -0.7817 -2.5743 2.0663
C -0.7368 -2.8931 3.3642
C -0.2973 -2.0120 4.3411
C 0.1301 -0.7695 3.9196
N 0.0810 -0.4318 2.6303
H -0.4862 -7.4475 -2.6045
H -1.7254 -6.6323 -3.4712
H 1.0708 -6.2820 -1.1703
H 1.8059 -4.1325 -0.2064
H -1.3077 -2.0992 -2.3868
H -2.0342 -4.2418 -3.3476
H -1.0578 -3.8971 3.6213
H -0.2679 -2.2918 5.3849
H 0.5430 -0.0346 4.5994
C 0.9970 5.4706 1.1740
C -0.4591 5.6829 0.8455
O -0.8998 4.9696 -0.3558
P -0.6730 3.4540 -0.6529
S -1.1643 2.3180 0.9605
S 1.1512 2.8550 -1.2172
O -1.6274 3.1863 -1.8646
C -3.0611 3.4434 -1.7787
C -3.7106 2.8231 -2.9837
H 1.2407 6.0887 2.0398
H 1.6412 5.7690 0.3452
H 1.2130 4.4334 1.4329
H -0.6632 6.7194 0.6075
H -1.1139 5.3700 1.6560
H -3.1971 4.5220 -1.7465
H -3.4312 3.0075 -0.8499
H -3.3277 3.2722 -3.9004
H -4.7882 2.9876 -2.9394
H -3.5222 1.7493 -3.0125
N 3.6820 0.6549 -0.1642
N 3.9981 0.4303 1.1843
C 3.0347 0.6535 2.1286
O 3.0380 0.2096 3.2360
O 2.0543 1.4998 1.6292
H 3.6605 -0.2207 -0.6736
H 4.3707 1.2772 -0.5642
H 4.6921 -0.2580 1.4260
*
```

Highest occupied orbital energy (spin up / spin down)   -10.465 / -11.154 eV
LUMO energy (spin up / spin down)   -2.5 / -2.9 eV
Frontier orbital gap (spin up / spin down)   7.932 / 8.241 eV
<S²>   0.75